A structure of composition C28H36AsNO8S2SbTi at a distorted geometry. Source: the OMol25 dataset; level of theory: ωB97M-V/def2-TZVPD.

Results
- 2S+1 = 1
- energy above the lowest of the compared OMol25 structures with the same formula, charge and spin (kcal per mole) = 19.32
- HOMO (eV) = -10.516
- net charge = +1
- E_tot (eV) = -159649.80793

```
78
C28H36AsNO8S2SbTi ωB97M-V/def2-TZVPD
Ti -0.20 0.58 0.02
O 0.68 -3.93 -0.53
C 0.23 -2.73 -0.82
O 0.52 -1.75 -0.16
C -0.67 -2.73 -2.04
O -0.69 -1.46 -2.60
C -1.95 -0.95 -2.99
C -2.43 0.13 -2.03
O -3.42 0.76 -2.20
O -1.61 0.25 -0.96
H 1.26 -3.89 0.25
H -1.66 -3.06 -1.70
H -0.29 -3.47 -2.75
H -2.71 -1.73 -3.05
H -1.84 -0.50 -3.98
O 2.16 -0.42 2.93
C 1.13 -0.22 2.36
O 0.93 0.70 1.40
C -0.10 -1.04 2.60
C -0.13 -1.94 3.68
C -1.19 -2.78 3.79
C -2.24 -2.71 2.84
C -3.36 -3.58 2.88
C -4.35 -3.48 1.95
C -4.28 -2.49 0.95
C -3.22 -1.63 0.88
C -2.16 -1.74 1.81
N -1.06 -0.92 1.71
H 0.70 -1.94 4.38
H -1.25 -3.51 4.59
H -3.41 -4.31 3.68
H -5.19 -4.16 1.99
H -5.08 -2.40 0.23
H -3.19 -0.85 0.14
C 2.60 0.25 -3.13
As 2.06 0.49 -1.29
C 3.32 -0.76 -0.50
C 2.97 2.16 -0.79
C 4.45 2.15 -1.03
C 5.33 1.86 0.01
C 6.71 1.91 -0.19
C 7.22 2.26 -1.44
C 6.35 2.55 -2.48
C 4.98 2.49 -2.28
H 3.69 0.29 -3.14
H 2.18 1.03 -3.76
H 2.26 -0.72 -3.47
H 4.32 -0.47 -0.81
H 3.12 -1.77 -0.85
H 3.26 -0.74 0.59
H 2.74 2.30 0.26
H 2.49 2.96 -1.35
H 4.94 1.62 0.99
H 7.38 1.69 0.62
H 8.29 2.32 -1.59
H 6.74 2.84 -3.45
H 4.29 2.74 -3.09
C -2.38 4.40 -3.38
O -1.72 4.11 -2.13
C -0.84 3.14 -2.07
S -0.36 2.21 -3.35
S -0.23 2.98 -0.43
H -3.00 5.27 -3.18
H -2.99 3.55 -3.67
H -1.65 4.60 -4.16
C -3.18 1.32 3.66
Sb -2.08 1.98 1.93
C -3.02 3.86 1.59
C -0.50 2.83 3.10
H -3.49 2.21 4.21
H -2.53 0.71 4.29
H -4.06 0.75 3.37
H -3.48 4.18 2.53
H -3.78 3.79 0.82
H -2.26 4.57 1.29
H -0.94 3.42 3.91
H 0.12 3.46 2.47
H 0.13 2.05 3.54
```

Here are the Mulliken charges for atoms 1 to 4, given in e: number 1, Ti, carries -1.252; number 2, O, carries -0.567; number 3, C, carries 0.152; number 4, O, carries 0.456